Molecular formula: C12H39BF4N9O7
Method: DFT, ωB97M-V/def2-TZVPD

Computed properties:
Maximum force, eV/A: 2.05
LUMO level, eV: 2.4
E_tot, Eh: -1924.9076
Highest occupied orbital energy, eV: -7.14

```
! wB97M-V def2-TZVPD RIJCOSX def2/J DEFGRID3
* xyz -1 1
B -1.0932 0.1468 -1.2769
F -1.9089 -0.7100 -2.0344
F -0.3652 -0.6459 -0.3502
F -0.1193 0.7347 -2.1072
F -1.8731 1.1044 -0.6437
C 2.5994 0.4981 1.6623
C 4.0709 0.6388 1.3358
C 4.9736 0.9471 2.5370
O 4.7260 2.2458 3.0621
C 5.7813 3.1357 2.8572
N 4.6119 -0.5885 0.7380
H 2.1941 1.4861 1.8915
H 2.4593 -0.0961 2.5691
H 2.0145 0.0734 0.8482
H 4.2210 1.4838 0.6410
H 6.0180 0.7729 2.2713
H 4.7201 0.2231 3.3192
H 6.2157 3.0624 1.8537
H 6.6326 3.0236 3.5452
H 5.4625 4.1674 3.0117
H 5.3822 -0.3898 0.1087
H 3.8837 -0.9267 0.1138
C 0.0142 -3.9791 1.6473
C -1.2650 -4.7380 2.0257
O -0.8636 -5.8394 2.8667
H -0.2207 -3.0215 1.1831
H 0.4740 -4.6049 0.8763
H 0.7000 -3.8830 2.4838
H -1.7575 -5.0606 1.1091
H -1.8397 -4.0851 2.6890
H -1.6753 -6.1329 3.2912
C -0.6996 2.3476 1.6996
C -2.0798 2.8821 2.0383
O -2.0141 4.3179 1.9687
H -0.6620 1.2632 1.8053
H -0.0239 2.7424 2.4624
H -0.3073 2.6489 0.7317
H -2.2263 2.6535 3.1014
H -2.9241 2.5082 1.4568
H -2.7698 4.6734 2.4434
C -5.1873 2.4768 -1.5189
O -6.2905 2.4905 -2.0616
N -4.3793 3.5747 -1.4981
N -4.6449 1.3584 -0.9561
H -4.7604 4.4779 -1.6959
H -3.4022 3.4820 -1.2802
H -5.2527 0.6679 -0.5433
H -3.8519 1.4843 -0.3470
C -0.2772 -0.7942 -5.3194
O 0.2946 -1.0185 -6.3849
N -1.1696 0.2171 -5.1636
N 0.0313 -1.4722 -4.1660
H -1.7062 0.3042 -4.3192
H -1.2200 0.9373 -5.8563
H -0.2031 -1.0094 -3.3023
H 0.7627 -2.1421 -4.3086
C 3.1351 -1.0378 -2.1927
O 4.1431 -1.6667 -2.4918
N 2.9925 0.3157 -2.1327
N 2.0314 -1.6880 -1.6956
H 2.1148 0.7058 -1.8352
H 3.7901 0.9075 -2.2636
H 1.2282 -1.2011 -1.3265
H 1.9337 -2.6696 -1.8761
C -4.0794 -2.0180 0.6605
O -4.7586 -2.6352 1.4847
N -3.0939 -1.1651 1.0645
N -4.3043 -2.0772 -0.6795
H -2.8708 -1.2065 2.0399
H -2.5188 -0.7048 0.3783
H -3.8210 -1.4180 -1.2692
H -5.1322 -2.5558 -0.9765
*
```

Here are the Mulliken charges for atoms 1 to 8, given in e: 0.875 -0.472 -0.494 -0.408 -0.136 -1.095 1.143 -1.010

***

Molecular formula: C12H39BF6N3O19PS2
Method: DFT, ωB97M-V/def2-TZVPD

Computed properties:
Energy above the lowest of the compared OMol25 structures with the same formula, charge and spin, kJ/mol: 0.0
Maximum force, eV/A: 10.25
Structure (SMILES): [H]/N=C\C[C@@]1(P(C)C)[C@H](B(N)O)[C@H](S(=O)(=O)C(F)(F)C(F)(F)F)S(=O)(=O)O[C@H]1C(=O)NC(=O)F.O.O.O.O.O.O.O.O.O.O.O
LUMO level, eV: -1.8
E_tot, Eh: -3835.9919
Highest occupied orbital energy, eV: -8.55

```
! wB97M-V def2-TZVPD RIJCOSX def2/J DEFGRID3
* xyz 0 1
H -0.8090 -5.1652 -2.3115
N -1.5417 -4.6121 -2.7957
C -1.8247 -3.5288 -2.0784
C -1.0063 -3.3490 -0.7106
C -1.1024 -1.9337 0.0380
P 0.4222 -1.6728 1.1307
C 0.1396 -1.6428 2.9733
C 1.8890 -2.7773 0.8125
C -1.0985 -0.6433 -0.9589
B 0.1330 -0.6740 -2.0510
N 0.0208 0.3251 -3.1796
O 1.2192 -1.6080 -2.0622
C -1.4069 0.7715 -0.3135
S -0.1924 1.7556 0.6120
O -0.2108 1.3625 2.0888
O -0.8016 3.1656 0.6571
C 1.5069 2.0677 -0.0580
F 1.8804 3.3745 0.4421
F 1.5556 2.2678 -1.4860
C 2.7061 1.1214 0.4272
F 3.8795 1.9670 0.4752
F 3.0747 0.1076 -0.5075
F 2.6017 0.5963 1.7250
S -2.9454 0.5261 0.7670
O -4.1296 0.5491 -0.1525
O -3.1676 1.6850 1.7256
O -2.7561 -0.8197 1.7141
C -2.3805 -2.0261 1.0129
C -3.7103 -2.6955 0.4144
O -4.3146 -2.3738 -0.6322
N -4.3126 -3.8949 1.1271
C -5.1523 -3.3729 2.2228
O -6.3164 -2.9953 2.0309
F -4.5753 -3.2924 3.5378
H -2.5830 -2.7504 -2.4691
H 0.0671 -3.6700 -0.9946
H -1.3485 -4.1459 0.0626
H 1.0516 -1.1945 3.5191
H 0.0230 -2.7362 3.3479
H -0.7735 -1.0769 3.3554
H 2.6110 -2.3431 0.0273
H 1.6665 -3.8609 0.4891
H 2.4990 -2.8575 1.7917
H -2.0244 -0.8503 -1.6399
H -0.4320 -0.1447 -3.9858
H 0.9504 0.6907 -3.4350
H 1.9393 -1.1559 -2.5700
H -1.8092 1.4397 -1.1758
H -2.0572 -2.7726 1.8442
H -3.4844 -4.3474 1.5745
O 2.1228 6.1835 1.6746
H 2.2159 5.2314 1.5421
H 1.1839 6.3496 1.5211
O -3.6850 -6.7202 -1.9639
H -4.0846 -6.0679 -2.5528
H -4.4350 -7.2436 -1.6537
O -2.7653 3.3079 -1.3983
H -2.7996 4.0588 -0.7906
H -3.4607 3.4968 -2.0439
O 2.4349 8.8973 2.6350
H 2.5258 7.9419 2.4996
H 1.4973 9.0667 2.4832
O 4.0533 10.7175 0.2277
H 3.7140 10.1610 0.9432
H 3.2663 11.1495 -0.1249
O -1.1807 3.9782 -3.5955
H -0.4398 4.5316 -3.3206
H -1.6586 3.7958 -2.7695
O -6.1095 -7.7251 -3.4039
H -6.9622 -8.0738 -3.6922
H -5.4646 -8.2304 -3.9153
O 5.6048 -0.8224 0.3724
H 5.8106 -0.6099 -0.5466
H 5.3070 0.0174 0.7453
O 7.0480 -1.0056 2.9836
H 6.8191 -1.0726 2.0456
H 7.3278 -0.0885 3.0918
O 2.7452 0.1528 4.6382
H 2.9559 0.3678 3.7210
H 2.4427 0.9905 5.0112
O 3.2947 2.0510 -3.9207
H 4.2228 2.2680 -3.7675
H 2.8835 2.1557 -3.0541
*
```

Here are the Mulliken charges for atoms 1 to 8, given in e: 0.273 -0.748 0.070 -1.373 2.176 0.862 -1.171 -1.066